Record 1
Below is a structure of composition C20H38Br3NO5V in a non-equilibrium geometry, with properties calculated with ωB97M-V/def2-TZVPD.

The geometry in XYZ format:
```
68
Properties=species:S:1:pos:R:3:forces:R:3
C 2.785 -0.463 3.603 0.021 -0.145 -0.081
C 2.054 0.825 3.261 0.088 0.134 0.275
C 2.826 1.772 2.350 -0.042 -0.019 0.240
O 2.437 1.720 0.988 0.051 0.186 -0.160
C 1.286 2.495 0.782 0.321 -0.116 0.318
O 0.846 2.379 -0.526 0.091 0.159 -0.183
C -0.020 1.340 -0.883 -0.020 -0.835 0.234
C -1.322 1.351 -0.075 -0.161 0.470 0.100
C -2.469 0.598 -0.718 0.036 -0.159 -0.351
C -1.803 2.800 0.192 -0.268 -0.313 -0.076
C -2.589 3.516 -0.892 0.318 0.237 -0.088
C -1.930 3.622 -2.251 -0.179 0.117 -0.168
C 0.767 -0.073 -0.965 -0.690 0.564 0.119
N -0.019 -0.985 -1.779 0.198 0.073 -0.164
C 0.566 -1.756 -2.886 -0.302 -0.229 0.060
C 1.536 -2.846 -2.525 0.173 -0.142 -0.011
O 0.925 -0.482 0.369 -0.499 -0.156 0.150
C 0.803 -1.824 0.809 -0.093 -0.057 0.138
C -0.577 -2.251 1.296 0.130 -0.102 0.089
Br -0.346 -3.010 3.096 -0.129 0.018 0.186
C -1.224 -3.305 0.436 -0.233 -0.189 0.255
C -2.615 -3.696 0.894 0.098 -0.049 0.097
C 2.096 0.248 -1.578 0.469 -0.183 -0.292
Br 1.995 1.271 -3.130 0.070 0.227 -0.526
C 3.303 -0.140 -1.125 -0.163 -0.164 0.153
C 3.543 -0.970 0.078 0.404 0.063 0.104
Br 4.873 0.355 -1.962 0.433 0.278 -0.391
H 2.107 -1.300 3.674 -0.208 -0.281 0.094
H 3.541 -0.716 2.870 0.157 -0.085 -0.167
H 3.290 -0.388 4.553 0.227 0.066 0.320
H 1.077 0.612 2.850 -0.277 -0.071 -0.333
H 1.861 1.351 4.187 -0.143 0.174 0.300
H 2.742 2.790 2.723 -0.050 0.354 -0.040
H 3.876 1.522 2.384 0.388 -0.058 -0.099
H 1.538 3.542 0.931 0.033 0.339 -0.056
H 0.533 2.218 1.516 -0.328 -0.159 0.041
H -0.290 1.544 -1.905 0.031 0.218 -0.390
H -1.189 0.927 0.910 0.421 -0.326 0.276
H -2.386 -0.475 -0.686 0.107 -0.448 0.193
H -3.376 0.887 -0.200 -0.522 -0.018 0.354
H -2.618 0.875 -1.756 0.046 0.161 -0.351
H -2.449 2.712 1.058 -0.189 0.141 0.348
H -0.987 3.440 0.479 0.346 0.121 0.129
H -3.596 3.129 -0.997 -0.330 -0.320 -0.045
H -2.725 4.532 -0.543 -0.175 0.303 0.206
H -1.837 2.677 -2.768 0.084 -0.288 -0.096
H -2.527 4.260 -2.888 -0.179 0.203 -0.247
H -0.954 4.081 -2.185 0.401 0.023 0.079
H -0.790 -0.481 -2.186 -0.275 0.034 0.157
H -0.279 -2.245 -3.355 -0.391 -0.097 -0.065
H 0.979 -1.137 -3.676 0.265 0.349 -0.063
H 1.704 -3.437 -3.413 0.137 -0.181 -0.316
H 2.506 -2.496 -2.200 0.225 0.192 0.170
H 1.134 -3.522 -1.786 -0.179 -0.164 0.314
H 1.146 -2.561 0.094 0.008 0.019 -0.436
H 1.473 -1.887 1.650 0.318 0.102 0.199
H -1.219 -1.400 1.454 -0.202 0.381 -0.017
H -1.258 -2.954 -0.586 0.167 0.223 -0.328
H -0.583 -4.178 0.488 0.225 -0.244 -0.318
H -3.126 -2.845 1.321 -0.330 0.324 0.071
H -3.203 -4.087 0.080 -0.236 -0.119 -0.315
H -2.572 -4.457 1.658 -0.014 -0.195 0.292
H 4.579 -1.260 0.125 0.346 -0.154 -0.036
H 3.333 -0.363 0.949 -0.206 -0.041 0.109
H 2.943 -1.862 0.091 -0.037 -0.168 0.029
O -5.851 -1.180 -0.168 -2.690 1.696 -0.565
V -6.539 0.272 -0.626 2.064 1.381 -0.383
O -7.739 1.370 -0.982 0.841 -3.054 0.956
```
Forces are in eV/Å.

Results
total charge: +1
ΔE to the lowest compared entry with this formula, charge and spin: 0.0 kJ/mol

***

Record 2
Below is a cluster of 7 separate species, C20H38Cl14F3IN2O6PS2 in total in a non-equilibrium geometry, with properties calculated with ωB97M-V/def2-TZVPD.

The geometry in XYZ format:
```
87
Properties=species:S:1:pos:R:3:forces:R:3
N -0.671 2.939 3.686 1.321 0.836 0.752
N -1.447 1.850 3.335 0.289 -1.415 -1.483
C -2.258 2.051 2.090 -2.165 -0.358 -1.424
C -3.305 0.796 1.746 0.807 -1.277 -0.276
C -4.239 0.356 3.019 0.442 -1.020 0.293
C -5.841 0.645 2.846 0.532 0.009 -1.058
I -6.683 1.147 4.852 0.215 -0.534 -1.179
C -1.434 2.481 0.745 3.431 1.691 -5.859
O -0.415 3.339 0.658 -5.348 -4.613 1.879
O -1.841 1.827 -0.543 -3.462 1.019 12.822
P -3.443 3.553 2.467 -0.362 2.392 -1.056
O -4.186 3.460 4.040 1.547 -1.333 -2.282
O -4.660 3.477 1.174 2.120 -0.966 1.450
S -2.573 5.287 2.256 -0.690 -1.004 0.381
S -0.532 0.379 3.390 0.347 -4.833 8.381
O 0.413 0.503 4.651 -2.760 0.675 -5.409
O -1.349 -0.918 3.627 2.069 4.651 -2.436
C 0.605 0.059 1.939 3.763 -1.276 -3.976
F 1.505 1.226 1.608 -3.426 -4.071 1.176
F 1.549 -1.056 2.314 -3.361 3.741 -1.183
F -0.111 -0.399 0.721 2.532 1.779 4.281
H 0.335 2.819 3.422 -1.382 0.584 0.244
H -0.793 3.231 4.680 0.268 -0.928 -1.145
H -2.624 -0.145 1.467 -1.495 2.127 0.542
H -3.943 1.002 0.764 1.649 -0.079 2.317
H -3.773 0.786 4.029 -1.275 -0.887 -2.266
H -4.124 -0.828 3.121 -0.236 2.658 -0.119
H -6.370 -0.301 2.392 0.943 1.883 1.235
H -6.118 1.556 2.167 0.814 -1.639 1.430
H -3.659 2.870 4.657 -0.844 0.752 -1.134
H -4.190 3.383 0.277 -0.448 0.183 1.908
Cl -2.490 -3.880 -0.806 -0.139 -0.113 -0.005
C -0.717 -3.747 -0.907 0.466 0.086 -0.054
C -0.260 -3.137 -2.222 0.096 0.362 0.363
Cl -0.561 -4.218 -3.606 -0.041 -0.137 -0.063
H -0.293 -4.745 -0.756 -0.087 0.182 -0.126
H -0.400 -3.115 -0.073 -0.051 -0.002 -0.192
H 0.818 -2.954 -2.192 -0.195 -0.110 0.067
H -0.762 -2.185 -2.420 0.005 -0.254 0.054
Cl -0.102 4.916 -3.850 -0.122 0.251 -0.037
C 0.843 3.448 -3.503 0.286 -0.880 -0.239
C -0.020 2.196 -3.498 -0.325 0.514 -1.678
Cl -1.149 2.161 -2.121 3.979 0.807 -4.637
H 1.351 3.590 -2.544 -0.311 0.002 -0.095
H 1.606 3.370 -4.283 -0.177 0.199 0.134
H 0.613 1.308 -3.411 0.021 0.157 0.051
H -0.606 2.107 -4.419 0.396 0.119 -0.375
Cl 2.884 -4.382 -0.737 -0.021 0.021 0.028
C 3.986 -4.710 -2.096 0.229 -0.089 -0.268
C 4.653 -3.445 -2.614 0.163 -0.206 0.098
Cl 3.497 -2.356 -3.419 0.052 -0.001 0.051
H 3.416 -5.215 -2.883 0.046 0.216 0.167
H 4.745 -5.406 -1.728 -0.061 0.176 -0.026
H 5.414 -3.703 -3.356 -0.139 -0.058 0.078
H 5.139 -2.888 -1.807 -0.209 -0.130 -0.096
Cl 7.403 -2.698 -5.486 -0.022 -0.030 0.046
C 7.789 -1.425 -4.303 0.064 0.212 0.193
C 9.091 -1.700 -3.567 0.035 0.273 -0.172
Cl 8.963 -3.099 -2.473 -0.027 -0.036 -0.025
H 6.946 -1.337 -3.611 0.176 -0.117 -0.112
H 7.869 -0.488 -4.862 0.081 -0.146 0.072
H 9.358 -0.838 -2.949 -0.138 -0.117 -0.094
H 9.915 -1.888 -4.263 -0.255 -0.045 0.117
Cl 4.076 4.184 -3.238 0.217 -0.027 0.008
C 5.101 2.728 -3.275 0.154 -0.154 0.013
C 4.772 1.822 -4.450 0.161 0.029 -0.024
Cl 3.171 1.059 -4.285 0.180 0.109 -0.059
H 4.985 2.206 -2.319 -0.107 0.085 -0.241
H 6.137 3.072 -3.349 -0.126 -0.066 -0.082
H 5.504 1.011 -4.512 -0.062 0.106 0.089
H 4.790 2.370 -5.398 -0.070 -0.041 0.254
Cl -4.272 6.599 5.788 -0.070 -0.010 0.034
C -6.050 6.658 5.711 -0.186 -0.013 -0.037
C -6.700 6.047 6.942 -0.073 0.308 -0.010
Cl -6.461 4.284 7.025 0.043 0.030 0.042
H -6.368 6.151 4.794 0.144 -0.010 0.239
H -6.328 7.713 5.629 0.014 -0.149 0.108
H -7.780 6.219 6.917 0.166 -0.030 -0.089
H -6.307 6.486 7.865 0.022 -0.125 -0.245
Cl 0.631 -7.861 -1.381 0.055 -0.023 0.014
C -1.147 -7.802 -1.458 -0.369 0.052 -0.016
C -1.796 -8.413 -0.227 -0.063 0.395 -0.033
Cl -1.557 -10.176 -0.144 0.043 -0.081 0.018
H -1.465 -8.309 -2.374 0.119 0.035 0.255
H -1.425 -6.747 -1.540 -0.004 -0.133 0.072
H -2.876 -8.241 -0.252 0.199 -0.004 -0.092
H -1.403 -7.974 0.696 0.007 -0.133 -0.249
```
Forces are in eV/Å.

Results
total charge: -1

***

Record 3
Below is a structure of composition C20H38ClN6O5PtS in a non-equilibrium geometry, with properties calculated with ωB97M-V/def2-TZVPD.

The geometry in XYZ format:
```
72
Properties=species:S:1:pos:R:3:forces:R:3
Pt -0.300 -0.222 -0.177 0.229 0.859 1.026
C 1.556 -0.077 -3.035 0.013 0.046 -0.035
N 0.193 -0.038 -3.554 0.057 -0.195 0.264
C -0.131 -1.131 -4.468 -0.028 0.107 -0.132
C -0.758 0.698 -2.956 0.323 0.158 -0.108
N -0.589 1.079 -1.675 -0.701 -0.199 -0.188
C -0.960 2.362 -1.215 0.133 0.377 0.182
C -0.947 3.505 -2.008 -0.033 -0.065 0.039
C -1.185 4.745 -1.433 0.006 0.044 -0.078
C -1.403 4.862 -0.070 -0.011 -0.016 0.121
C -1.394 3.732 0.738 0.041 0.054 -0.134
C -1.191 2.488 0.164 -0.044 -0.287 -0.589
N -1.164 1.259 0.866 -0.028 0.322 0.750
C -2.063 1.022 1.832 -0.005 0.134 -0.335
N -1.811 0.163 2.834 0.041 -0.064 -0.060
C -2.850 -0.717 3.355 -0.032 -0.055 -0.028
C -0.461 -0.268 3.136 0.055 -0.030 -0.051
N -3.283 1.621 1.840 0.102 0.104 0.069
C -3.890 2.098 3.072 0.002 0.024 -0.001
C -3.993 1.959 0.621 0.000 -0.072 0.034
N -1.811 1.097 -3.685 -0.079 0.072 -0.027
C -3.101 1.357 -3.075 -0.014 0.003 0.017
C -1.713 1.410 -5.102 -0.014 -0.026 -0.020
H 2.238 -0.087 -3.886 0.013 0.033 -0.001
H 1.728 -0.974 -2.441 -0.005 -0.017 -0.017
H 1.751 0.798 -2.421 -0.025 -0.007 -0.029
H 0.646 -1.203 -5.227 -0.010 0.039 -0.021
H -1.084 -0.965 -4.959 -0.009 -0.063 0.069
H -0.178 -2.072 -3.921 0.050 -0.031 0.008
H -0.724 3.431 -3.065 -0.001 0.010 -0.003
H -1.166 5.630 -2.055 -0.006 0.005 -0.001
H -1.558 5.836 0.374 0.005 0.009 -0.005
H -1.535 3.822 1.807 -0.002 -0.034 0.025
H -3.821 -0.441 2.959 0.012 -0.029 0.000
H -2.878 -0.672 4.444 -0.002 0.011 0.002
H -2.632 -1.744 3.049 0.002 0.006 0.035
H 0.250 0.522 2.917 0.023 0.006 -0.039
H -0.195 -1.151 2.549 0.045 -0.023 0.055
H -0.408 -0.526 4.194 0.002 0.021 -0.003
H -3.230 1.905 3.914 -0.006 0.020 -0.001
H -4.851 1.613 3.255 -0.002 0.007 0.004
H -4.057 3.176 2.996 -0.006 -0.005 0.006
H -3.650 1.313 -0.181 0.018 0.033 -0.055
H -3.860 3.004 0.334 -0.010 0.014 -0.015
H -5.055 1.769 0.783 0.007 -0.013 0.001
H -3.155 0.829 -2.128 -0.013 -0.017 0.029
H -3.877 0.965 -3.733 -0.004 0.000 0.006
H -3.271 2.425 -2.917 0.011 -0.004 -0.004
H -0.686 1.304 -5.441 -0.008 0.031 0.004
H -2.035 2.442 -5.257 -0.015 -0.001 -0.002
H -2.356 0.756 -5.694 0.005 0.000 -0.011
C 5.568 -1.429 1.146 -0.023 -0.049 -0.005
C 4.211 -1.102 1.751 -0.049 0.027 -0.089
S 2.889 -1.235 0.521 0.238 0.013 -0.001
O 1.713 -0.539 1.178 -0.471 -0.341 0.212
C 2.575 -3.009 0.604 0.079 -0.079 -0.034
C 2.130 -3.516 1.968 -0.016 0.023 0.027
H 6.323 -1.464 1.930 0.001 0.031 0.001
H 5.865 -0.677 0.418 0.009 -0.009 -0.027
H 5.567 -2.402 0.653 0.024 -0.014 0.009
H 4.150 -0.065 2.081 0.008 0.014 -0.020
H 3.960 -1.740 2.597 -0.056 0.010 -0.010
H 3.499 -3.476 0.255 -0.019 -0.025 -0.006
H 1.820 -3.180 -0.162 -0.024 0.050 0.002
H 2.972 -3.817 2.589 0.006 0.018 0.004
H 1.480 -4.381 1.846 0.016 -0.014 0.001
H 1.566 -2.749 2.499 -0.040 -0.004 -0.009
O -1.779 -2.880 -0.035 -0.290 -0.078 0.432
Cl -1.336 -2.603 -1.352 0.987 -0.026 0.178
O 0.063 -1.909 -1.189 -0.223 -0.766 -0.829
O -1.072 -3.761 -2.106 0.108 -0.363 -0.245
O -2.187 -1.691 -2.028 -0.344 0.285 -0.344
```
Forces are in eV/Å.

Results
total charge: +1
ΔE to the lowest compared entry with this formula, charge and spin: 135.0 kJ/mol

***

Record 4
Below is a cluster of 2 separate species, C20H39BNO10S in total in a non-equilibrium geometry, with properties calculated with ωB97M-V/def2-TZVPD.

The geometry in XYZ format:
```
72
Properties=species:S:1:pos:R:3:forces:R:3
C -4.746 -1.186 0.604 -0.007 -0.254 0.214
C -5.197 -2.640 0.689 0.056 0.095 -0.159
O -4.229 -3.495 0.114 -0.097 -0.139 -0.113
C -3.734 -4.472 1.005 -0.259 0.239 -0.078
C -2.611 -5.243 0.347 -0.007 0.000 0.067
O -1.791 -4.354 -0.348 0.067 0.064 0.036
C -0.496 -4.869 -0.624 -0.128 0.357 0.154
C 0.401 -3.716 -1.056 -0.243 -0.006 0.199
O 1.473 -3.606 -0.152 0.127 -0.625 -0.246
C 2.692 -3.140 -0.692 -0.149 0.251 0.523
C 3.127 -1.798 -0.084 0.042 1.360 -0.900
C 1.846 -1.050 0.418 -0.351 0.044 0.212
O 1.325 -0.292 -0.432 -0.484 0.450 -0.532
O 1.387 -1.288 1.532 0.162 -0.268 0.616
O 3.636 -1.016 -1.167 0.342 -0.663 -0.027
B 4.603 -0.073 -0.637 -0.385 0.991 0.384
O 5.221 -0.774 0.542 -0.438 0.276 0.195
C 4.403 -1.859 0.784 0.616 -0.981 -0.518
S 4.366 -2.268 2.541 -0.283 0.110 0.312
C 6.077 -1.964 2.957 0.024 0.408 -0.150
O 4.134 -3.689 2.669 0.027 -0.291 -0.223
O 3.578 -1.384 3.350 0.120 0.314 0.221
H -5.135 -0.634 1.457 -0.105 0.220 -0.039
H -3.661 -1.150 0.646 0.119 0.022 0.011
H -5.078 -0.720 -0.318 0.026 0.117 -0.113
H -6.135 -2.774 0.147 -0.133 -0.051 -0.001
H -5.388 -2.915 1.728 0.071 -0.069 0.133
H -4.550 -5.155 1.269 0.054 -0.210 0.143
H -3.388 -3.995 1.926 0.158 0.104 0.028
H -2.036 -5.742 1.134 -0.023 -0.134 0.112
H -3.022 -6.028 -0.300 0.027 0.024 -0.235
H -0.066 -5.281 0.291 0.062 -0.206 0.026
H -0.574 -5.639 -1.396 0.055 -0.185 -0.011
H -0.205 -2.809 -1.023 0.002 0.171 -0.168
H 0.754 -3.885 -2.075 0.147 0.104 -0.117
H 2.602 -2.941 -1.757 -0.007 -0.072 -0.155
H 3.452 -3.900 -0.507 0.103 -0.091 -0.065
H 5.398 0.371 -1.455 0.201 -0.361 -0.112
H 4.007 0.947 -0.179 0.025 0.002 -0.082
H 4.931 -2.745 0.389 -0.028 -0.283 0.302
H 6.400 -2.736 3.644 -0.005 -0.147 0.076
H 6.105 -0.980 3.412 0.040 0.054 0.125
H 6.677 -1.916 2.055 0.072 -0.240 -0.082
C -0.569 5.357 -2.398 0.044 -0.297 -0.186
C -1.439 5.123 -1.140 0.397 1.029 -1.692
C -0.690 5.501 0.152 0.190 -0.486 0.659
C 0.342 4.479 0.621 -0.027 -0.017 -0.196
C -0.277 3.090 0.712 -0.011 0.726 0.506
C -0.910 2.638 -0.607 0.856 -1.619 -1.268
N -1.886 3.693 -1.045 -0.241 0.708 3.599
O -2.988 3.587 -0.509 -0.082 -0.293 -1.279
C 0.195 2.369 -1.630 0.247 0.340 -0.239
C -1.621 1.307 -0.416 -0.474 0.038 0.282
C -2.646 6.041 -1.283 -0.339 -0.141 0.238
H -0.090 4.460 -2.771 0.051 0.011 0.115
H -1.182 5.731 -3.219 -0.067 0.047 0.066
H 0.211 6.091 -2.201 -0.040 0.013 0.072
H -1.428 5.635 0.950 -0.101 -0.079 -0.079
H -0.222 6.474 -0.004 -0.092 0.029 -0.163
H 1.208 4.475 -0.044 -0.013 -0.045 -0.010
H 0.715 4.773 1.604 0.000 0.012 -0.008
H 0.472 2.346 0.988 -0.044 -0.164 -0.198
H -1.040 3.084 1.498 -0.088 -0.024 -0.091
H -0.215 2.130 -2.613 -0.033 -0.033 0.023
H 0.749 1.509 -1.264 0.084 -0.362 0.017
H 0.925 3.169 -1.737 -0.081 0.061 0.032
H -2.350 1.335 0.393 -0.042 0.062 -0.027
H -0.869 0.552 -0.176 0.191 0.035 -0.047
H -2.130 1.002 -1.332 0.004 0.013 -0.034
H -3.276 5.736 -2.118 0.022 -0.001 -0.021
H -2.284 7.050 -1.477 0.080 -0.023 -0.026
H -3.259 6.067 -0.384 -0.005 -0.039 -0.005
```
Forces are in eV/Å.

Results
total charge: -1

***

Across the entries above, energy takes the values -268883.60269 -259142.17249 -67125.43744 -54843.98574 eV, respectively.
Across the entries above, HOMO takes the values -10.70 -4.04 -10.39 -3.43 eV, respectively.